Entry 1:
22
Properties=species:S:1:pos:R:3 method="wB97M-V/def2-TZVPD" e_above_lowest_kcal_mol=18.57 lumo_energy_ha=0.03046 gap_ev=9.796 total_charge=0 homo_ev=-8.97 smiles=C[C@H](CS)NCN.O
C -0.00662 2.30514 0.40883
C 0.51564 0.85935 0.50336
C 2.06074 0.86417 0.40024
S 2.79331 1.96655 1.69220
N -0.06251 -0.06230 -0.46040
C -1.42033 -0.50933 -0.07830
N -1.33275 -1.80872 0.55787
H -0.38322 2.69393 1.35843
H 0.59805 2.95106 -0.20924
H -1.00991 2.27499 -0.06029
H 0.35371 0.40406 1.49538
H 2.46189 -0.14740 0.40071
H 2.36384 1.31272 -0.55887
H 3.70284 1.09218 2.15411
H -0.01890 0.46642 -1.32518
H -2.06010 0.14580 0.51358
H -1.95979 -0.66062 -1.02125
H -1.34040 -1.73394 1.56144
H -0.57575 -2.38057 0.24559
O -1.67774 -3.47365 -2.18567
H -1.86875 -3.86371 -3.05024
H -1.13327 -2.69612 -2.34228

Entry 2:
75
Properties=species:S:1:pos:R:3 method="wB97M-V/def2-TZVPD" e_above_lowest_kcal_mol=71.07 lumo_energy_ha=-0.11348 gap_ev=1.327 total_charge=0 homo_ev=-4.41
C -6.40615 -0.08585 -5.74505
O -5.36175 -1.05909 -5.43662
C -5.02186 -0.97733 -4.06112
C -4.41507 -2.35701 -3.57920
C -2.93273 -2.52263 -4.08538
C -2.06973 -3.51705 -3.20200
C -2.10618 -3.18358 -1.66409
C -1.09753 -4.08876 -0.85103
C -1.78623 -4.83198 0.36400
C -2.26322 -3.82101 1.50317
C -0.95671 -3.14008 2.06955
C -1.23483 -2.21897 3.33273
C -0.91343 -0.73474 3.04792
C -1.87404 0.37006 3.34778
N -1.63654 1.66942 3.15533
N -0.48285 1.98218 2.63420
I -0.26862 4.04263 2.32984
C 0.55833 1.19311 2.27531
C 1.92848 1.61895 1.69599
O 3.04458 0.92950 2.32193
O 3.76029 0.33036 1.28596
C 0.36333 -0.27045 2.45774
O 1.30009 -1.19728 2.10242
H -6.32618 0.27845 -6.80988
H -6.39186 0.78163 -5.04154
H -7.39043 -0.58807 -5.63180
H -4.22217 -0.18961 -3.91906
H -5.89225 -0.66427 -3.41522
H -5.02197 -3.17868 -4.04698
H -4.53414 -2.38287 -2.46723
H -2.99713 -2.97481 -5.11590
H -2.40778 -1.54131 -4.21561
H -0.99810 -3.43159 -3.55455
H -2.39287 -4.57057 -3.41775
H -3.14225 -3.42810 -1.29444
H -1.87515 -2.09608 -1.53991
H -0.74913 -4.90052 -1.55126
H -0.16765 -3.52556 -0.55029
H -1.00843 -5.51327 0.81420
H -2.65254 -5.39737 -0.06840
H -2.83979 -4.36891 2.29632
H -2.92790 -3.07230 0.99683
H -0.23383 -3.95938 2.34019
H -0.56112 -2.48532 1.25812
H -2.32622 -2.32940 3.59300
H -0.68551 -2.56389 4.25605
H -2.85429 0.07130 3.79399
H 1.92612 1.34419 0.60267
H 2.16955 2.70660 1.74897
H 4.13378 1.06323 0.75722
H 1.79247 -1.50149 2.89040
C 7.40825 1.24394 2.19310
C 7.06055 0.32935 1.28432
C 8.08532 -0.49506 0.57319
O 7.72056 -1.32944 -0.23310
C 9.49407 -0.25423 0.87986
C 9.84330 0.66387 1.78724
C 8.81740 1.46869 2.51782
O 9.17649 2.28076 3.34874
O 11.13199 0.90506 2.08458
O 5.76528 0.10552 0.96627
H 6.67656 1.84498 2.71611
H 10.22608 -0.84451 0.34615
H 11.11779 1.60551 2.76498
H 5.78571 -0.60152 0.28927
C -1.52647 8.10779 0.59871
F -0.80087 7.11852 1.16862
F -1.85112 8.98487 1.61970
F -0.67966 8.77296 -0.19621
S -3.02352 7.47462 -0.28828
O -3.77264 6.80948 0.75999
O -2.47517 6.59460 -1.29019
O -3.64261 8.67355 -0.80522
Na -1.88484 10.16278 3.32062
F -8.20330 0.66550 -4.41377

Entry 3:
19
Properties=species:S:1:pos:R:3 method="wB97M-V/def2-TZVPD" e_above_lowest_kcal_mol=82.29 lumo_energy_ha=0.02480 gap_ev=9.145 total_charge=0 homo_ev=-8.47
C -2.13182 -0.60454 -0.98203
C -1.87408 0.20027 0.32035
N -0.72877 1.08981 0.32724
C 0.42212 0.92296 -0.10807
C 1.48994 1.95920 0.00038
N 0.92546 -0.02766 -0.95464
N 1.48818 -1.11254 -0.83587
C 1.95012 -1.61127 0.48952
H -2.40948 0.01318 -1.81038
H -1.06696 -1.09850 -1.27370
H -2.92656 -1.37070 -0.83928
H -2.66251 0.87949 0.57163
H -1.76250 -0.53334 1.13463
H 2.23465 1.44694 0.74326
H 1.13603 2.90772 0.58260
H 2.04595 2.12373 -0.89896
H 1.79443 -2.77714 0.52682
H 1.37996 -1.19198 1.37794
H 3.00605 -1.43842 0.67122

Entry 4:
9
Properties=species:S:1:pos:R:3 method="wB97M-V/def2-TZVPD" e_above_lowest_kcal_mol=7.67 lumo_energy_ha=0.01421 gap_ev=8.939 total_charge=0 homo_ev=-8.55
C 1.24485 -0.24404 -0.52854
N -0.62209 0.07495 0.64201
N -1.87426 0.49247 0.75910
N -0.14816 0.09753 -0.57063
I -2.58557 0.54441 2.63085
H 1.48822 -1.26949 -0.89000
H 1.79788 0.42907 -1.25009
H 1.42249 -0.35463 0.56927
H -0.72336 0.22972 -1.36198

Entry 5:
14
Properties=species:S:1:pos:R:3 method="wB97M-V/def2-TZVPD" e_above_lowest_kcal_mol=156.10 lumo_energy_ha="-0.01951 / -0.01963" gap_ev="9.325 / 9.311" total_charge=0 homo_ev="-9.86 / -9.84"
C -2.27539 -1.70255 0.23468
C -2.79477 -0.97796 -0.56159
C 0.92487 0.02229 0.53823
C -0.15025 1.06598 0.47701
N 1.98551 0.62102 -1.33360
N 1.97131 0.07706 -0.21522
F 0.89406 -0.93248 1.44000
F 2.83731 1.66194 -1.38447
F 3.38327 -0.69129 0.40855
Cl -0.52664 1.73096 -1.12862
H -1.77520 -2.32670 0.93304
H -3.48628 -0.72352 -1.27048
H -0.04390 1.84027 1.13925
H -0.94390 0.33500 0.72322

Entry 6:
48
Properties=species:S:1:pos:R:3 method="wB97M-V/def2-TZVPD" lumo_energy_ha="-0.28517 / -0.28727" gap_ev="6.536 / 6.451" total_charge=+2 homo_ev="-14.30 / -14.27"
W 0.20116 -0.12667 -0.19362
C -2.33279 -0.80618 3.32342
C -2.40401 0.46473 3.88534
C -1.73852 1.52484 3.29284
C -1.00789 1.30439 2.13461
N -0.95424 0.05789 1.58722
C -1.59490 -0.97059 2.17328
C -0.25253 2.31520 1.38636
C -0.19170 3.65036 1.75740
C 0.53906 4.54000 0.97879
C 1.20284 4.10927 -0.16175
C 1.14675 2.77125 -0.52787
C 0.42515 1.84191 0.23245
H -2.83140 -1.65160 3.77237
H -2.97456 0.62713 4.78989
H -1.78681 2.50927 3.73263
H -1.48482 -1.93548 1.69146
H -0.70155 4.02048 2.63585
H 0.58347 5.58173 1.26521
H 1.75493 4.81939 -0.76223
H 1.65528 2.44557 -1.42967
C -4.03259 -1.84246 -1.04051
N -2.66604 -2.36092 -1.05437
C -2.27507 -3.62952 -0.68907
C -0.93267 -3.70291 -0.85617
N -0.49300 -2.48623 -1.34640
B 0.89816 -2.40862 -2.13116
N 1.65431 -0.99647 -1.87163
C 2.16533 -0.26501 -2.93318
C 3.27975 0.37775 -2.50955
N 3.44983 0.09299 -1.17537
C 4.47864 0.63606 -0.28874
C 2.46520 -0.72952 -0.80184
S 1.99321 -1.32325 0.76046
C -1.58085 -1.69413 -1.45438
S -1.45711 -0.01055 -1.88034
H -4.62728 -2.47155 -0.38534
H -4.44277 -1.86420 -2.04787
H -4.02429 -0.82201 -0.66200
H -2.98719 -4.36702 -0.36372
H -0.24585 -4.51520 -0.70362
H 1.58521 -3.25909 -1.66007
H 0.69551 -2.45730 -3.30083
H 1.70641 -0.32465 -3.90388
H 3.97124 1.01283 -3.03570
H 4.90553 1.51616 -0.75993
H 5.25127 -0.11191 -0.12410
H 4.01220 0.91384 0.65534

Entry 7:
12
Properties=species:S:1:pos:R:3 method="wB97M-V/def2-TZVPD" e_above_lowest_kcal_mol=74.53 lumo_energy_ha=0.01632 gap_ev=8.690 total_charge=0 homo_ev=-8.25
C -1.55211 0.35028 -0.29462
C -0.58853 -0.80056 0.00725
C 0.83096 -0.29392 0.06227
C 1.99481 -0.61332 -0.58511
C 1.37515 0.72771 0.75466
O 1.88020 1.60555 1.33491
H -1.40909 1.16199 0.42875
H -1.37261 0.75896 -1.29445
H -2.59679 0.03123 -0.23531
H -0.66351 -1.59713 -0.74231
H -0.83931 -1.24617 0.97810
H 2.94085 -0.08462 -0.41414

Entry 8:
23
Properties=species:S:1:pos:R:3 method="wB97M-V/def2-TZVPD" lumo_energy_ha=0.10570 gap_ev=2.919 total_charge=-2 homo_ev=-0.04
O -0.33206 0.67359 -4.94745
C -0.71405 0.12556 -3.78407
O -1.42446 -1.12741 -3.47624
C -1.00376 -1.64122 -2.13038
O -1.06258 -2.88686 -1.64620
C -0.48417 -0.24490 -1.37022
C -0.20178 -0.09606 0.23826
C 0.88608 1.05925 0.64991
C 2.31501 0.98759 -0.15063
I 3.25100 3.01149 -0.06839
C -0.33444 0.85388 -2.36318
F 0.09426 2.26236 -2.20235
H -1.23447 0.10311 0.79877
H 0.16523 -1.15844 0.62382
H 0.36316 2.11396 0.60436
H 1.14018 0.88088 1.80253
H 3.06157 0.18729 0.32480
H 2.23873 0.71764 -1.28666
O -1.66898 -2.57207 3.38245
S -1.34469 -1.16430 3.67672
O -1.63908 -0.87767 5.09245
O -2.15663 -0.28313 2.81787
O 0.08595 -0.92450 3.41385

no.,molecular weight (g/mol)
1,138.24
2,770.47
3,113.16
4,184.97
5,172.54
6,577.19
7,82.10
8,380.09